1.
This record from OMol25 describes a gas-phase ion, C3H6N3O (charge +1) in a non-equilibrium geometry. The level of theory is ωB97M-V/def2-TZVPD.

- HOMO: -0.48696 hartree
- SMILES string: [H]/N=[N+](C)/C=C\N=O
- Strongest force on any atom: 1.8 eV Å⁻¹
- Total charge: +1
- Spin multiplicity: 1
- E: -356.93638 hartree

CARTESIAN COORDINATES (ANGSTROEM)
H (-0.051, -2.450, -0.066)
N (0.722, -1.792, -0.107)
N (0.376, -0.588, -0.017)
C (-1.048, -0.269, 0.125)
C (1.182, 0.493, -0.044)
C (2.582, 0.699, -0.138)
N (3.670, 0.126, 0.061)
O (4.731, -0.323, 0.080)
H (-1.407, -0.713, 1.055)
H (-1.242, 0.798, 0.145)
H (-1.597, -0.713, -0.707)
H (0.643, 1.426, -0.051)
H (2.786, 1.757, -0.371)

=====

2.
This record from OMol25 describes a molecular structure, C4H12AlFO2 in a non-equilibrium geometry. The level of theory is ωB97M-V/def2-TZVPD.

- HOMO: -0.68607 hartree
- Strongest force on any atom: 10.8 eV Å⁻¹
- Total charge: +2
- Spin multiplicity: 1
- E: -651.38630 hartree

CARTESIAN COORDINATES (ANGSTROEM)
Al (-2.861, -2.388, -2.587)
F (-1.313, -1.449, -1.125)
C (2.319, 0.120, -0.086)
C (1.057, -0.290, -0.972)
O (0.472, -1.370, -0.370)
H (3.210, -0.500, -0.189)
H (2.105, 0.135, 0.983)
H (2.766, 1.049, -0.439)
H (1.504, -0.668, -1.891)
H (0.348, 0.480, -1.275)
H (-0.423, -1.538, -0.674)
C (-0.244, 1.287, 1.052)
C (-1.322, 0.337, 0.627)
O (-2.031, -0.187, 1.767)
H (0.566, 1.437, 0.339)
H (0.358, 0.836, 1.841)
H (-0.610, 2.259, 1.383)
H (-0.968, -0.495, 0.019)
H (-1.980, 0.914, -0.022)
H (-2.954, 0.033, 1.619)

=====

3.
This record from OMol25 describes 3 unconnected molecules or ions with the total composition C5H11NS in a non-equilibrium geometry. The level of theory is ωB97M-V/def2-TZVPD.

- HOMO: -0.32563 hartree
- SMILES string: C=CC=S.C=C.N
- Strongest force on any atom: 4.6 eV Å⁻¹
- Total charge: 0
- Spin multiplicity: 1
- E: -649.93805 hartree

CARTESIAN COORDINATES (ANGSTROEM)
C (-1.423, -0.327, 1.818)
C (-1.159, 0.729, 0.983)
C (-0.794, 0.478, -0.402)
S (-0.593, 1.702, -1.445)
H (-1.583, -0.238, 2.917)
H (-1.455, -1.320, 1.280)
H (-1.289, 1.812, 1.308)
H (-0.443, -0.593, -0.647)
C (3.238, -1.943, 1.503)
C (2.451, -1.954, 2.622)
H (2.949, -2.372, 0.535)
H (4.180, -1.503, 1.522)
H (2.557, -1.456, 3.499)
H (1.480, -2.435, 2.640)
N (-2.187, 2.523, -4.583)
H (-1.480, 2.938, -3.995)
H (-1.818, 2.204, -5.503)
H (-2.631, 1.756, -4.051)

=====

4.
This record from OMol25 describes a molecular structure, C11H32Br2NO4PSi2. The level of theory is ωB97M-V/def2-TZVPD.

- HOMO: -0.31738 hartree
- Strongest force on any atom: 0.5 eV Å⁻¹
- Total charge: 0
- Spin multiplicity: 1
- E: -6862.46114 hartree

CARTESIAN COORDINATES (ANGSTROEM)
C (1.509, -4.239, -2.077)
C (1.060, -2.855, -1.611)
Br (2.346, -1.479, -2.153)
C (0.811, -2.663, -0.116)
Br (-0.220, -4.132, 0.624)
Si (2.310, -2.247, 0.974)
O (2.046, -2.864, 2.481)
Si (2.768, -4.259, 2.964)
P (4.926, -3.838, 3.514)
N (5.570, -5.322, 2.962)
O (4.873, -3.939, 5.167)
H (2.472, -4.185, -2.581)
H (0.799, -4.635, -2.799)
H (1.612, -4.930, -1.246)
H (0.157, -2.556, -2.136)
H (0.133, -1.811, -0.025)
H (2.398, -0.787, 1.118)
H (3.562, -2.818, 0.441)
H (2.744, -5.279, 1.885)
H (2.023, -4.781, 4.137)
H (6.551, -5.394, 3.198)
H (5.098, -6.152, 3.303)
H (4.402, -4.711, 5.485)
C (-2.326, 1.815, 0.145)
C (-2.731, 0.571, -0.624)
O (-2.125, -0.625, -0.163)
C (-2.393, -0.982, 1.183)
C (-3.860, -1.214, 1.495)
H (-1.244, 1.945, 0.124)
H (-2.778, 2.696, -0.308)
H (-2.645, 1.773, 1.188)
H (-2.411, 0.660, -1.663)
H (-3.823, 0.466, -0.636)
H (-1.969, -0.239, 1.869)
H (-1.831, -1.903, 1.322)
H (-4.455, -0.307, 1.380)
H (-3.966, -1.551, 2.527)
H (-4.274, -1.978, 0.836)
C (-0.667, 5.227, -3.901)
C (-1.607, 4.658, -2.852)
O (-1.038, 4.545, -1.561)
C (-0.593, 5.750, -0.966)
C (-1.684, 6.789, -0.771)
H (0.242, 4.627, -3.964)
H (-1.155, 5.221, -4.876)
H (-0.380, 6.256, -3.681)
H (-1.883, 3.638, -3.120)
H (-2.535, 5.241, -2.816)
H (0.243, 6.177, -1.534)
H (-0.194, 5.448, 0.002)
H (-2.096, 7.136, -1.719)
H (-1.278, 7.657, -0.252)
H (-2.500, 6.379, -0.176)

=====

5.
This record from OMol25 describes C4H5N3S2 in the gas phase in a non-equilibrium geometry. The level of theory is ωB97M-V/def2-TZVPD.

- HOMO: -0.32062 hartree
- SMILES string: Cc1nnc(S)[nH]c1=S
- Strongest force on any atom: 5.8 eV Å⁻¹
- Total charge: 0
- Spin multiplicity: 1
- E: -1115.93853 hartree

CARTESIAN COORDINATES (ANGSTROEM)
C (-0.217, -1.318, 2.557)
C (-0.312, -1.011, 1.103)
N (-1.384, -0.901, 0.533)
N (-1.709, -0.184, -0.546)
C (-0.749, 0.385, -1.159)
S (-0.963, 1.578, -2.317)
N (0.482, 0.466, -0.609)
C (0.858, -0.222, 0.547)
S (2.344, -0.387, 1.092)
H (0.389, -0.468, 3.128)
H (0.568, -2.218, 2.592)
H (-1.141, -1.677, 3.026)
H (-2.481, 1.965, -1.802)
H (1.371, 0.676, -1.281)

=====

6.
This record from OMol25 describes 2 unconnected molecules or ions with the total composition C3H11NO in a non-equilibrium geometry. The level of theory is ωB97M-V/def2-TZVPD.

- HOMO: -0.34165 hartree
- SMILES string: CCCN.O
- Strongest force on any atom: 1.7 eV Å⁻¹
- Total charge: 0
- Spin multiplicity: 1
- E: -250.86836 hartree

CARTESIAN COORDINATES (ANGSTROEM)
C (2.491, -0.374, -2.107)
C (1.362, 0.263, -1.242)
C (1.188, -0.576, 0.027)
N (0.134, -0.330, 1.011)
H (2.338, -1.445, -2.233)
H (3.458, 0.024, -1.777)
H (2.422, 0.084, -3.092)
H (1.625, 1.307, -1.095)
H (0.475, 0.174, -1.885)
H (2.159, -0.642, 0.532)
H (0.885, -1.558, -0.374)
H (-0.709, -0.049, 0.525)
H (0.369, 0.385, 1.686)
O (-4.441, 0.912, 2.045)
H (-3.490, 0.692, 2.021)
H (-4.987, 0.129, 1.932)

=====

7.
This record from OMol25 describes a molecular structure, C5H10ClN2 in a non-equilibrium geometry. The level of theory is ωB97M-V/def2-TZVPD.

- HOMO (alpha / beta): -0.47409 / -0.49213 hartree
- Strongest force on any atom: 7.7 eV Å⁻¹
- Total charge: +1
- Spin multiplicity: 1
- E: -765.72502 hartree

CARTESIAN COORDINATES (ANGSTROEM)
C (0.065, 0.699, -0.150)
C (-2.737, 0.843, -0.393)
C (-1.764, -0.091, -0.128)
C (1.318, -1.366, -0.407)
C (2.310, 0.459, 0.685)
N (-3.951, 0.548, -0.322)
N (0.971, -0.163, 0.399)
Cl (-1.728, -1.238, 1.115)
H (0.100, 1.086, -1.210)
H (-2.528, 1.787, -0.837)
H (0.670, -1.483, -1.239)
H (2.306, -1.342, -0.891)
H (1.253, -2.283, 0.218)
H (2.355, 1.118, 1.547)
H (2.972, -0.327, 0.820)
H (2.534, 1.076, -0.123)
H (-4.694, 1.291, -0.321)
H (0.547, -0.614, 1.239)

=====

8.
This record from OMol25 describes 2 unconnected molecules or ions with the total composition C16H42B2FNO7P2Si in a non-equilibrium geometry. The level of theory is ωB97M-V/def2-TZVPD.

- HOMO: -0.25567 hartree
- Strongest force on any atom: 1.1 eV Å⁻¹
- Total charge: 0
- Spin multiplicity: 1
- E: -2338.19921 hartree

CARTESIAN COORDINATES (ANGSTROEM)
C (0.085, 3.009, 5.265)
C (-1.238, 3.235, 4.510)
B (-1.695, 1.872, 3.842)
O (-2.435, 1.003, 4.601)
C (-1.180, 1.488, 2.364)
C (-0.936, 2.681, 1.434)
B (-2.220, 3.519, 1.076)
O (-3.470, 2.908, 0.997)
O (-2.085, 4.859, 0.757)
O (0.108, 0.969, 2.746)
P (0.316, -0.733, 2.537)
F (-0.686, -1.030, 3.898)
P (1.865, -0.239, 0.955)
O (1.488, -0.133, -0.513)
Si (0.463, -3.003, 2.216)
C (-1.189, -3.789, 2.604)
C (0.905, -3.545, 0.451)
C (1.738, -3.644, 3.437)
O (-1.005, -0.678, 1.450)
C (-1.912, 0.367, 1.566)
O (-3.121, -0.041, 2.165)
H (0.442, 3.931, 5.731)
H (0.866, 2.634, 4.603)
H (-0.046, 2.272, 6.062)
H (-2.013, 3.525, 5.231)
H (-1.116, 4.070, 3.813)
H (-2.012, 0.156, 4.800)
H (-0.438, 2.306, 0.524)
H (-0.215, 3.362, 1.895)
H (-4.053, 2.911, 1.763)
H (-2.681, 5.461, 1.216)
H (1.456, -0.666, 3.424)
H (2.577, 0.911, 1.372)
H (2.882, -1.221, 1.145)
H (-1.423, -3.711, 3.667)
H (-1.188, -4.846, 2.316)
H (-1.981, -3.281, 2.049)
H (1.365, -2.757, -0.150)
H (0.000, -3.885, -0.060)
H (1.600, -4.390, 0.483)
H (2.607, -2.982, 3.502)
H (2.087, -4.651, 3.196)
H (1.278, -3.656, 4.429)
H (-2.138, 0.724, 0.555)
H (-3.730, -0.250, 1.449)
C (-1.239, -0.591, -1.848)
C (-1.168, -0.756, -3.361)
C (0.265, -1.109, -3.769)
N (1.167, 0.055, -4.148)
C (1.152, 1.152, -3.131)
C (2.576, -0.474, -4.296)
C (2.675, -0.901, -5.748)
C (1.926, 0.224, -6.467)
C (0.777, 0.580, -5.519)
H (-0.631, 0.245, -1.522)
H (-2.241, -0.439, -1.446)
H (-0.818, -1.464, -1.351)
H (-1.524, 0.130, -3.895)
H (-1.805, -1.579, -3.690)
H (0.292, -1.764, -4.640)
H (0.754, -1.612, -2.935)
H (1.417, 0.760, -2.139)
H (0.158, 1.592, -3.107)
H (1.873, 1.900, -3.460)
H (3.253, 0.351, -4.081)
H (2.733, -1.257, -3.561)
H (2.188, -1.864, -5.904)
H (3.709, -0.997, -6.069)
H (1.559, -0.067, -7.449)
H (2.582, 1.084, -6.603)
H (-0.160, 0.108, -5.800)
H (0.611, 1.650, -5.435)

=====

9.
This record from OMol25 describes a molecular structure, C4H7Br3Cl6 in a non-equilibrium geometry. The level of theory is ωB97M-V/def2-TZVPD.

- HOMO: -0.33695 hartree
- Strongest force on any atom: 10.0 eV Å⁻¹
- Total charge: 0
- Spin multiplicity: 1
- E: -10639.47035 hartree

CARTESIAN COORDINATES (ANGSTROEM)
C (0.993, 1.098, 1.689)
Cl (2.021, 2.455, 1.019)
Cl (0.866, 1.187, 3.511)
H (0.007, 1.131, 1.226)
H (1.425, 0.114, 1.508)
C (0.775, -2.066, -0.419)
Cl (-0.674, -2.842, -1.208)
Cl (0.737, -1.980, 1.341)
H (1.664, -2.636, -0.687)
H (0.929, -1.041, -0.756)
C (0.339, 1.520, -0.836)
Cl (0.312, 0.832, -2.448)
Cl (0.757, 3.265, -0.887)
H (-0.582, 1.271, -0.308)
H (1.169, 1.034, -0.323)
C (-2.055, -0.757, -0.628)
Br (-3.283, -2.043, 0.167)
Br (-0.962, -0.030, 0.858)
Br (-3.063, 0.677, -1.457)
H (-1.374, -1.188, -1.361)

=====

10.
This record from OMol25 describes a molecular structure, C2H3N3 in a non-equilibrium geometry. The level of theory is ωB97M-V/def2-TZVPD.

- HOMO: -0.36750 hartree
- Strongest force on any atom: 8.7 eV Å⁻¹
- Total charge: 0
- Spin multiplicity: 1
- E: -242.20842 hartree

CARTESIAN COORDINATES (ANGSTROEM)
C (-0.994, -0.519, -0.533)
C (0.924, -0.127, 0.041)
H (-1.970, -1.126, -0.412)
H (2.010, -0.611, 0.293)
H (0.539, 1.919, 0.683)
N (0.224, -1.231, -0.371)
N (0.246, 0.955, 0.346)
N (-0.980, 0.740, -0.048)

=====

11.
This record from OMol25 describes 3 unconnected molecules or ions with the total composition C12H32O2PS in a non-equilibrium geometry. The level of theory is ωB97M-V/def2-TZVPD.

- HOMO: -0.46024 hartree
- Strongest force on any atom: 6.3 eV Å⁻¹
- Total charge: +1
- Spin multiplicity: 1
- E: -1366.12022 hartree

CARTESIAN COORDINATES (ANGSTROEM)
O (0.035, 0.981, 5.891)
P (-0.994, 2.217, 6.572)
O (-0.614, 3.810, 5.981)
S (-3.070, 1.771, 6.233)
H (0.000, 0.974, 4.882)
H (-1.182, 4.055, 5.170)
H (-3.062, 0.628, 5.406)
H (-3.539, 2.853, 5.438)
C (0.422, 0.653, 2.079)
C (1.375, -0.478, 2.431)
C (2.826, -0.182, 2.044)
C (3.067, 0.016, 0.542)
C (2.650, -1.164, -0.339)
C (3.427, -2.435, -0.036)
H (0.398, 0.843, 1.002)
H (-0.596, 0.402, 2.394)
H (0.716, 1.578, 2.586)
H (1.033, -1.407, 1.959)
H (1.330, -0.651, 3.512)
H (3.463, -0.990, 2.415)
H (3.155, 0.724, 2.569)
H (4.134, 0.218, 0.386)
H (2.541, 0.913, 0.200)
H (2.823, -0.892, -1.389)
H (1.576, -1.355, -0.245)
H (4.500, -2.278, -0.180)
H (3.109, -3.241, -0.706)
H (3.262, -2.775, 0.990)
C (-4.056, -0.566, -3.460)
C (-2.934, 0.058, -4.274)
C (-1.707, -0.848, -4.396)
C (-1.018, -1.186, -3.066)
C (-0.546, 0.026, -2.259)
C (0.506, 0.849, -2.985)
H (-3.746, -0.766, -2.430)
H (-4.916, 0.110, -3.420)
H (-4.384, -1.507, -3.910)
H (-2.657, 1.025, -3.840)
H (-3.310, 0.273, -5.281)
H (-0.987, -0.379, -5.073)
H (-2.005, -1.788, -4.878)
H (-0.158, -1.833, -3.276)
H (-1.694, -1.781, -2.444)
H (-0.116, -0.332, -1.314)
H (-1.393, 0.664, -1.988)
H (1.386, 0.240, -3.214)
H (0.827, 1.688, -2.358)
H (0.120, 1.265, -3.920)

=====

12.
This record from OMol25 describes a molecular structure, C29H68BBeCsF4N6O18PS in a non-equilibrium geometry. The level of theory is ωB97M-V/def2-TZVPD.

- HOMO: -0.14278 hartree
- Strongest force on any atom: 7.0 eV Å⁻¹
- Total charge: -1
- Spin multiplicity: 1
- E: -4026.76855 hartree

CARTESIAN COORDINATES (ANGSTROEM)
C (6.982, -2.649, 0.637)
C (5.467, -2.690, 0.344)
O (5.019, -1.339, 0.123)
C (5.128, -3.551, -0.849)
N (3.701, -3.394, -1.185)
C (3.468, -2.538, -2.350)
C (2.317, -1.641, -1.930)
O (1.138, -2.479, -1.861)
N (0.573, -2.505, -0.577)
C (-0.469, -1.424, -0.478)
C (-0.557, -0.762, 0.924)
C (-0.077, 0.700, 0.951)
C (1.418, 0.807, 0.596)
S (2.147, 2.309, 1.215)
O (1.242, 3.441, 1.141)
O (2.692, 2.056, 2.537)
O (3.407, 2.604, 0.177)
B (-0.052, -3.921, -0.480)
O (-0.986, -4.204, -1.492)
N (0.390, -4.779, 0.542)
C (-0.293, -6.090, 0.536)
C (0.215, -4.151, 1.899)
H (7.503, -3.274, -0.107)
H (7.364, -1.636, 0.555)
H (7.135, -3.071, 1.630)
H (4.952, -3.053, 1.236)
H (5.233, -0.852, 0.938)
H (5.279, -4.600, -0.571)
H (5.766, -3.324, -1.714)
H (3.290, -4.307, -1.329)
H (4.313, -1.872, -2.542)
H (3.238, -3.124, -3.249)
H (2.135, -0.841, -2.660)
H (2.591, -1.174, -0.982)
H (1.262, -2.419, 0.181)
H (-1.459, -1.796, -0.747)
H (-0.221, -0.644, -1.201)
H (-0.004, -1.311, 1.697)
H (-1.606, -0.735, 1.233)
H (-0.656, 1.287, 0.232)
H (-0.242, 1.145, 1.937)
H (2.023, -0.021, 0.981)
H (1.517, 0.813, -0.495)
H (4.128, 3.072, 0.648)
H (-0.482, -4.647, -2.201)
H (-1.161, -6.135, 1.202)
H (-0.572, -6.451, -0.458)
H (0.424, -6.822, 0.935)
H (-0.638, -3.467, 1.918)
H (0.091, -4.916, 2.663)
H (1.149, -3.624, 2.137)
C (0.350, 6.270, -0.687)
C (-1.150, 6.412, -0.925)
O (-1.512, 7.118, -2.093)
C (-1.543, 6.396, -3.356)
O (-2.242, 5.289, -3.299)
C (-0.123, 6.153, -3.955)
F (0.696, 7.215, -3.764)
F (-0.197, 5.989, -5.299)
F (0.530, 5.076, -3.475)
H (0.882, 7.175, -0.946)
H (0.539, 6.036, 0.367)
H (0.770, 5.449, -1.275)
H (-1.551, 7.012, -0.102)
H (-1.658, 5.443, -0.872)
H (-1.935, 7.198, -4.023)
Be (-2.997, -4.938, -0.847)
C (5.566, -2.002, 6.334)
C (4.686, -2.373, 5.169)
C (3.475, -3.202, 5.524)
O (3.224, -3.900, 4.293)
C (4.428, -4.004, 3.658)
O (4.634, -4.663, 2.687)
O (5.360, -3.254, 4.260)
H (5.790, -2.877, 6.950)
H (6.516, -1.610, 5.973)
H (5.083, -1.249, 6.956)
H (4.409, -1.473, 4.613)
H (2.614, -2.600, 5.810)
H (3.673, -3.941, 6.306)
F (6.623, -1.227, 2.867)
O (2.226, 7.775, 0.584)
H (3.003, 7.249, 0.525)
Cs (3.168, 5.569, 1.394)
O (-4.827, 4.243, -0.167)
P (-6.206, 3.970, -0.719)
N (-6.183, 2.243, -0.588)
C (-6.982, 1.334, -1.380)
C (-6.137, 1.762, 0.787)
N (-5.890, 4.472, -2.347)
C (-5.414, 3.512, -3.331)
C (-5.075, 5.698, -2.448)
N (-7.959, 4.022, -1.013)
C (-8.534, 4.684, -2.181)
C (-8.649, 4.543, 0.190)
H (-8.032, 1.292, -1.056)
H (-6.569, 0.324, -1.299)
H (-6.968, 1.577, -2.439)
H (-7.121, 1.835, 1.276)
H (-5.422, 2.338, 1.375)
H (-5.815, 0.717, 0.823)
H (-4.576, 2.908, -2.966)
H (-5.089, 4.030, -4.234)
H (-6.223, 2.852, -3.665)
H (-4.006, 5.500, -2.333)
H (-5.372, 6.428, -1.688)
H (-5.229, 6.168, -3.424)
H (-8.221, 5.725, -2.282)
H (-9.627, 4.666, -2.101)
H (-8.292, 4.146, -3.094)
H (-8.462, 5.613, 0.332)
H (-8.297, 4.021, 1.086)
H (-9.726, 4.381, 0.126)
C (7.974, 5.566, -1.881)
O (8.114, 4.891, -0.743)
H (7.405, 5.047, -2.690)
H (7.465, 6.552, -1.817)
H (8.925, 5.822, -2.411)
O (4.817, 0.182, 3.262)
H (5.366, 0.970, 3.153)
C (-2.063, -10.927, 0.551)
C (-3.343, -10.221, 0.172)
O (-2.866, -8.978, -0.351)
C (-1.593, -9.167, -0.769)
O (-0.970, -8.377, -1.403)
O (-1.121, -10.372, -0.372)
H (-2.125, -12.006, 0.438)
H (-1.740, -10.693, 1.567)
H (-3.895, -10.744, -0.612)
H (-4.004, -10.056, 1.019)

=====

Q: What is the formula in the fourth record?
A: C11H32Br2NO4PSi2